1.
C4H2F12NaO13S4 | ωB97M-V/def2-TZVPD

```
! RIJCOSX wB97M-V def2-TZVPD def2/J DEFGRID3
* xyz -3 1
Na -0.7266 -0.1707 -0.3770
C -0.3587 -1.6314 4.1026
F -1.5280 -2.1552 4.3092
F 0.2117 -1.1981 5.2484
F 0.4526 -2.5329 3.5319
S -0.4512 -0.2175 2.8958
O 0.9038 0.0574 2.3771
O -1.3935 -0.5555 1.8302
O -0.9667 0.9617 3.6005
C 1.9824 -4.6512 0.5075
F 2.2583 -4.3272 1.8069
F 3.0640 -4.4339 -0.2469
F 1.6108 -5.9170 0.4987
S 0.4213 -3.6045 -0.1431
O 0.8459 -2.2423 -0.3451
O 0.0049 -4.2365 -1.4133
O -0.5437 -3.6954 0.9673
C -1.2491 3.3221 -0.3108
F -1.4082 2.2463 0.3774
F -0.0900 3.3878 -1.0465
F -2.2053 3.4967 -1.2746
S -1.3107 4.8843 0.9664
O -2.6525 4.8470 1.5147
O -0.2558 4.5787 1.9945
O -0.9710 6.0987 0.1862
C 0.6944 1.5619 -3.6887
F -0.2910 0.6560 -3.5074
F 1.3216 1.3877 -4.9021
F 0.1742 2.8460 -3.6485
S 2.0268 1.4312 -2.2994
O 1.3492 0.9868 -1.0857
O 3.0744 0.5328 -2.7472
O 2.4919 2.8655 -2.1920
O -1.9613 -1.3869 -2.1910
H -2.5016 -2.1763 -2.2248
H -2.0231 -1.0158 -3.0712
*
```

- Gap between HOMO and LUMO: 6.42 eV
- E_LUMO: 5.28 eV
- HOMO energy: -1.14 eV
- E_tot: -4085.332569 a.u.
- Energy relative to the best compared isomer or geometry (same formula, charge and spin): 2.579 eV

Let us look at the natural (NBO) charges, expressed in e, one per atom: number 1, Na, carries 0.928; number 2, C, carries 0.720; number 3, F, carries -0.311; number 4, F, carries -0.337; number 5, F, carries -0.315; number 6, S, carries 2.273; number 7, O, carries -0.964; number 8, O, carries -1.052; number 9, O, carries -0.993; number 10, C, carries 0.729; number 11, F, carries -0.339; number 12, F, carries -0.329; number 13, F, carries -0.337; number 14, S, carries 2.282; number 15, O, carries -0.989; number 16, O, carries -1.015; number 17, O, carries -0.988; number 18, C, carries 0.750; number 19, F, carries -0.299; number 20, F, carries -0.324; number 21, F, carries -0.364; number 22, S, carries 2.250; number 23, O, carries -1.010; number 24, O, carries -0.983; number 25, O, carries -1.010; number 26, C, carries 0.710; number 27, F, carries -0.343; number 28, F, carries -0.346; number 29, F, carries -0.326; number 30, S, carries 2.285; number 31, O, carries -0.994; number 32, O, carries -0.981; number 33, O, carries -0.987; number 34, O, carries -0.942; number 35, H, carries 0.479; number 36, H, carries 0.472

2.
C4H2F3I | ωB97M-V/def2-TZVPD

```
! RIJCOSX wB97M-V def2-TZVPD def2/J DEFGRID3
* xyz 0 1
F -0.5686 -2.8435 -0.3719
C -0.2797 -1.5320 -0.3864
F -0.2288 -1.0818 -1.6038
C -0.2159 -0.7891 0.7412
C -0.2039 0.6861 0.6422
C 0.4712 1.3645 -0.2901
F 1.2528 0.7983 -1.1958
I 0.7824 3.4134 -0.4442
H -0.3106 -1.2682 1.6002
H -0.6990 1.2524 1.3084
*
```

- SMILES string: FC(F)=C/C=C(\F)I
- Gap between HOMO and LUMO: 9.28 eV
- E_LUMO: 0.41 eV
- HOMO energy: -8.87 eV
- E_tot: -750.840190 a.u.
- Energy relative to the best compared isomer or geometry (same formula, charge and spin): 0.000 eV

Let us look at the natural (NBO) charges, expressed in e, one per atom: number 1, F, carries -0.310; number 2, C, carries 0.787; number 3, F, carries -0.282; number 4, C, carries -0.402; number 5, C, carries -0.328; number 6, C, carries 0.259; number 7, F, carries -0.332; number 8, I, carries 0.153; number 9, H, carries 0.228; number 10, H, carries 0.228

3.
C4H2F3N | ωB97M-V/def2-TZVPD

```
! RIJCOSX wB97M-V def2-TZVPD def2/J DEFGRID3
* xyz 0 1
N 2.8537 0.1800 0.1837
C 1.6230 0.0206 0.0202
C 0.1992 0.0305 0.0982
C -0.1972 -0.2939 1.4769
F -0.7746 -1.6128 1.5825
C -0.6273 0.3034 -0.8614
F -0.2898 0.6088 -2.1416
F -1.7878 0.7945 -0.5042
H -1.1262 0.4676 1.7671
H 0.8351 -0.2057 2.1136
*
```

- SMILES string: N#CC(CF)=C(F)F
- Gap between HOMO and LUMO: 10.10 eV
- E_LUMO: -0.56 eV
- HOMO energy: -10.67 eV
- E_tot: -507.867050 a.u.
- Energy relative to the best compared isomer or geometry (same formula, charge and spin): 1.829 eV

Let us look at the natural (NBO) charges, expressed in e, one per atom: number 1, N, carries -0.280; number 2, C, carries 0.259; number 3, C, carries -0.366; number 4, C, carries 0.029; number 5, F, carries -0.366; number 6, C, carries 0.848; number 7, F, carries -0.281; number 8, F, carries -0.277; number 9, H, carries 0.204; number 10, H, carries 0.229

4.
C4H2F3N2S | ωB97M-V/def2-TZVPD

```
! RIJCOSX wB97M-V def2-TZVPD def2/J DEFGRID3
* xyz -1 1
C -0.7810 0.2994 -0.5210
C -0.3697 -1.9255 0.1806
C -2.5799 -1.0311 -1.3036
C 0.6128 -2.7151 0.9243
N -1.9126 -0.0380 -1.1408
N -0.0448 -0.6515 0.1235
F 1.4422 -3.4621 0.1202
F 1.5397 -2.0315 1.7428
F 0.0671 -3.6197 1.7704
S -3.7739 -1.9983 -1.6914
H -0.4274 1.3089 -0.5949
H 0.7868 -0.2621 0.5889
*
```

- Gap between HOMO and LUMO: 5.80 eV
- E_LUMO: 3.56 eV
- HOMO energy: -2.24 eV
- E_tot: -960.884692 a.u.
- Energy relative to the best compared isomer or geometry (same formula, charge and spin): 0.000 eV

Let us look at the natural (NBO) charges, expressed in e, one per atom: number 1, C, carries -0.119; number 2, C, carries -0.292; number 3, C, carries 0.197; number 4, C, carries 0.877; number 5, N, carries -0.446; number 6, N, carries -0.460; number 7, F, carries -0.364; number 8, F, carries -0.405; number 9, F, carries -0.346; number 10, S, carries -0.188; number 11, H, carries 0.165; number 12, H, carries 0.383

5.
C4H2F3O3 | ωB97M-V/def2-TZVPD

```
! RIJCOSX wB97M-V def2-TZVPD def2/J DEFGRID3
* xyz -1 1
O -0.4916 2.1586 -1.4000
C 0.5305 1.5940 -0.9531
O 1.6508 1.7582 -0.6693
C 0.0134 -0.0866 -0.2604
C 0.5382 -0.3145 1.0723
F 0.0671 0.6864 1.9879
F 0.2103 -1.4631 1.6753
F 1.9045 -0.1489 1.2506
C -1.1482 -1.0061 -0.5916
O 0.1622 -1.3005 -1.0249
H -1.6652 -1.4182 0.1963
H -1.7719 -0.4592 -1.2831
*
```

- SMILES string: O=C([O-])[C@@]1(C(F)(F)F)CO1
- Gap between HOMO and LUMO: 8.35 eV
- E_LUMO: 3.97 eV
- HOMO energy: -4.38 eV
- E_tot: -678.951929 a.u.
- Energy relative to the best compared isomer or geometry (same formula, charge and spin): 0.000 eV

Let us look at the natural (NBO) charges, expressed in e, one per atom: number 1, O, carries -0.742; number 2, C, carries 0.886; number 3, O, carries -0.658; number 4, C, carries -0.089; number 5, C, carries 0.941; number 6, F, carries -0.384; number 7, F, carries -0.337; number 8, F, carries -0.341; number 9, C, carries -0.139; number 10, O, carries -0.493; number 11, H, carries 0.172; number 12, H, carries 0.184

6.
C4H2F4 | ωB97M-V/def2-TZVPD

```
! RIJCOSX wB97M-V def2-TZVPD def2/J DEFGRID3
* xyz 0 1
C -0.3878 -0.9429 0.0685
C 0.5718 -1.4284 -0.6571
C -0.9640 0.2770 0.4928
C 0.1309 1.3713 0.3865
F 1.7338 -0.7526 -1.0299
F 0.6142 -2.6971 -1.0094
F 0.4433 1.8533 -0.7937
F 1.1287 1.4425 1.2001
H -1.9318 0.4525 -0.2364
H -1.3389 0.4245 1.5787
*
```

- Gap between HOMO and LUMO (spin up / spin down): 7.44 / 9.82 eV
- E_LUMO (spin up / spin down): -1.05 / 0.26 eV
- HOMO energy (spin up / spin down): -8.48 / -9.56 eV
- E_tot: -552.893671 a.u.
- Energy relative to the best compared isomer or geometry (same formula, charge and spin): 3.057 eV

Let us look at the natural (NBO) charges, expressed in e, one per atom: number 1, C, carries -0.119; number 2, C, carries 0.640; number 3, C, carries -0.597; number 4, C, carries 0.771; number 5, F, carries -0.337; number 6, F, carries -0.294; number 7, F, carries -0.301; number 8, F, carries -0.286; number 9, H, carries 0.268; number 10, H, carries 0.256